Record 1
Entry from the OMol25 dataset: 7 unconnected molecules or ions with the total composition C46H94FIN3O29P6 (ωB97M-V/def2-TZVPD).

Atoms and positions in Å:
C: -1.589 12.154 1.908
C: -2.818 11.163 2.055
C: -2.401 9.632 1.873
C: -2.047 8.936 3.275
C: -0.625 8.214 3.244
C: -0.768 6.616 3.057
C: -0.423 6.330 1.571
C: -1.547 6.217 0.616
C: -1.242 5.996 -0.779
C: -2.481 5.887 -1.762
O: -2.823 4.875 -2.288
N: -3.288 7.107 -2.000
C: -2.476 8.089 -2.679
O: -2.508 8.267 -3.843
F: -1.613 8.874 -1.910
N: 0.065 5.846 -1.262
C: 0.159 5.637 -2.713
C: 0.396 6.783 -3.606
C: 0.432 6.367 -5.010
C: 0.245 4.969 -5.352
N: -0.017 3.878 -4.559
C: -0.042 4.314 -3.266
C: 1.182 5.899 -0.413
C: 2.631 5.693 -0.926
I: 2.978 3.697 -1.780
C: 3.158 6.853 -1.881
C: 2.819 8.293 -1.306
C: 0.953 6.165 1.026
C: 2.132 6.292 2.064
O: 2.881 5.074 2.185
C: 2.654 4.528 3.513
C: 3.157 3.014 3.443
O: 2.005 2.219 3.138
C: 1.843 2.015 1.731
C: 0.275 1.899 1.460
O: -0.304 0.964 2.373
C: 0.207 -0.379 2.170
C: 1.024 -0.791 3.482
H: -1.611 12.673 0.914
H: -0.599 11.614 1.968
H: -1.608 12.949 2.698
H: -3.332 11.319 3.043
H: -3.561 11.420 1.247
H: -3.269 9.127 1.366
H: -1.537 9.597 1.150
H: -2.887 8.206 3.476
H: -2.099 9.750 4.046
H: -0.062 8.665 2.380
H: -0.104 8.485 4.200
H: -0.070 6.138 3.786
H: -1.849 6.374 3.237
H: -2.596 6.305 1.001
H: -3.651 7.463 -1.104
H: 0.537 7.816 -3.214
H: 0.606 7.123 -5.812
H: 0.323 4.724 -6.450
H: -0.253 3.502 -2.511
H: 3.335 5.715 -0.042
H: 4.287 6.772 -1.833
H: 2.889 6.708 -2.957
H: 3.274 8.319 -0.268
H: 1.723 8.514 -1.237
H: 3.408 9.031 -1.909
H: 2.850 7.052 1.620
H: 1.817 6.712 3.052
H: 3.222 5.097 4.308
H: 1.546 4.502 3.711
H: 3.979 2.956 2.680
H: 3.566 2.704 4.439
H: 2.196 2.874 1.094
H: 2.384 1.083 1.395
H: 0.040 1.676 0.382
H: -0.140 2.925 1.698
H: 0.822 -0.492 1.237
H: -0.665 -1.088 2.084
H: 0.540 -1.693 3.946
H: 2.116 -0.963 3.252
H: 1.008 0.069 4.214
C: -3.352 -4.780 0.891
O: -2.355 -5.753 0.574
P: -0.859 -5.396 0.978
O: -0.672 -4.948 2.361
O: -0.406 -4.332 -0.127
C: -0.672 -4.616 -1.500
O: -0.065 -6.719 0.580
C: 1.332 -6.729 0.862
H: -4.207 -4.938 0.237
H: -3.666 -4.901 1.928
H: -2.975 -3.766 0.737
H: -1.629 -4.174 -1.781
H: -0.699 -5.690 -1.695
H: 0.116 -4.170 -2.105
H: 1.813 -5.834 0.463
H: 1.772 -7.605 0.387
H: 1.496 -6.786 1.939
C: -5.926 -7.073 -6.431
O: -5.517 -7.686 -5.211
P: -4.831 -6.740 -4.131
O: -5.557 -5.501 -3.827
O: -3.353 -6.511 -4.696
C: -2.613 -7.647 -5.147
O: -4.616 -7.722 -2.897
C: -4.043 -7.145 -1.730
H: -5.992 -7.845 -7.197
H: -6.905 -6.612 -6.301
H: -5.204 -6.319 -6.754
H: -2.768 -7.773 -6.220
H: -2.912 -8.559 -4.628
H: -1.555 -7.469 -4.961
H: -3.133 -6.596 -1.981
H: -3.788 -7.944 -1.036
H: -4.759 -6.474 -1.254
C: -7.301 1.723 4.314
O: -6.293 0.764 4.006
P: -4.801 1.139 4.416
O: -4.624 1.596 5.797
O: -4.352 2.208 3.309
C: -4.608 1.917 1.939
O: -3.998 -0.175 4.024
C: -2.599 -0.174 4.312
H: -8.151 1.551 3.655
H: -7.620 1.602 5.350
H: -6.938 2.742 4.158
H: -5.568 2.349 1.651
H: -4.623 0.843 1.748
H: -3.820 2.369 1.336
H: -2.124 0.723 3.914
H: -2.148 -1.046 3.842
H: -2.440 -0.231 5.390
C: 0.231 -10.534 -8.115
O: 0.639 -11.149 -6.895
P: 1.310 -10.202 -5.808
O: 0.573 -8.970 -5.503
O: 2.787 -9.957 -6.369
C: 3.541 -11.079 -6.823
O: 1.527 -11.187 -4.576
C: 2.089 -10.617 -3.397
H: 0.176 -11.303 -8.884
H: -0.753 -10.083 -7.989
H: 0.947 -9.773 -8.431
H: 3.390 -11.203 -7.896
H: 3.253 -11.997 -6.308
H: 4.596 -10.886 -6.633
H: 3.000 -10.062 -3.633
H: 2.338 -11.425 -2.711
H: 1.365 -9.954 -2.920
C: 6.695 4.939 -0.155
O: 6.820 5.069 1.258
P: 6.434 6.489 1.862
O: 5.134 7.025 1.424
O: 7.678 7.419 1.497
C: 8.996 6.933 1.752
O: 6.577 6.249 3.427
C: 6.249 7.351 4.272
H: 7.333 4.123 -0.490
H: 5.660 4.714 -0.398
H: 7.003 5.856 -0.664
H: 9.379 6.444 0.856
H: 9.014 6.229 2.585
H: 9.635 7.780 1.994
H: 6.777 8.253 3.954
H: 6.554 7.107 5.288
H: 5.173 7.529 4.256
C: -0.122 -13.939 2.902
O: -0.413 -12.551 3.050
P: -0.634 -11.722 1.710
O: -1.574 -12.311 0.753
O: 0.847 -11.517 1.133
C: 1.870 -11.077 2.022
O: -1.033 -10.282 2.258
C: -1.342 -9.295 1.275
H: 0.387 -14.280 3.803
H: -1.049 -14.499 2.780
H: 0.530 -14.116 2.044
H: 2.386 -11.945 2.434
H: 1.467 -10.474 2.837
H: 2.582 -10.475 1.458
H: -0.552 -9.238 0.524
H: -1.425 -8.331 1.769
H: -2.293 -9.532 0.794

Cartesian forces (eV/Å) of the 3 atoms listed first:
0.01 -0.08 0.06
0.26 -0.09 -0.60
-0.40 0.73 0.24

Computed properties:
Charge: +1
Energy, Ha: -6601.22286
Orbital gap, Eh: 0.264

Atomic partial charges in e from the Löwdin method, atoms 1 to 2: atom 1 (C): -0.1151, atom 2 (C): -0.2486


Record 2
Entry from the OMol25 dataset: 12 unconnected molecules or ions with the total composition C46H94O12 (ωB97M-V/def2-TZVPD).

Atoms and positions in Å:
C: 3.183 -4.039 -1.763
C: 3.714 -2.838 -2.549
C: 4.089 -3.420 -3.912
O: 3.339 -4.560 -4.000
C: 2.446 -4.704 -2.907
H: 2.527 -3.741 -0.945
H: 3.846 -4.852 -1.468
H: 4.548 -2.365 -2.030
H: 2.947 -2.071 -2.655
H: 5.156 -3.642 -3.895
H: 3.789 -2.595 -4.558
H: 2.214 -5.743 -2.671
H: 1.590 -4.117 -3.237
C: -1.294 -0.793 -4.803
C: -2.685 -1.453 -4.741
C: -2.386 -2.955 -4.761
O: -0.946 -2.973 -4.536
C: -0.433 -1.904 -5.264
H: -1.005 -0.542 -3.782
H: -1.114 0.121 -5.369
H: -3.199 -1.106 -5.637
H: -3.296 -1.183 -3.880
H: -2.627 -3.459 -5.697
H: -2.817 -3.598 -3.994
H: -0.403 -2.118 -6.333
H: 0.613 -1.709 -5.025
C: 0.638 -2.325 5.752
C: 1.813 -1.631 5.071
C: 1.192 -1.248 3.734
O: -0.164 -0.962 4.083
C: -0.622 -1.906 4.989
H: 0.532 -2.077 6.808
H: 0.705 -3.413 5.732
H: 2.728 -2.196 4.894
H: 2.049 -0.762 5.685
H: 1.223 -1.982 2.929
H: 1.620 -0.308 3.384
H: -1.110 -2.773 4.543
H: -1.274 -1.559 5.791
C: 6.697 2.425 -1.918
C: 7.068 1.222 -2.741
C: 6.049 0.184 -2.291
O: 4.928 1.054 -1.886
C: 5.197 2.382 -2.000
H: 7.023 3.387 -2.312
H: 7.104 2.383 -0.908
H: 8.082 0.883 -2.532
H: 6.931 1.356 -3.814
H: 6.485 -0.541 -1.604
H: 5.871 -0.349 -3.226
H: 4.645 2.944 -1.247
H: 4.769 2.891 -2.863
C: 1.830 4.375 -2.577
C: 1.063 5.320 -3.489
C: -0.377 4.946 -3.398
O: -0.397 3.662 -2.789
C: 0.710 3.574 -1.871
H: 2.596 4.864 -1.976
H: 2.446 3.684 -3.153
H: 1.315 5.156 -4.537
H: 1.223 6.382 -3.300
H: -0.934 4.821 -4.327
H: -0.932 5.703 -2.845
H: 0.974 2.550 -1.605
H: 0.389 3.924 -0.890
C: -3.821 2.548 -0.423
C: -4.341 3.137 -1.767
C: -5.742 3.500 -1.563
O: -5.916 3.469 -0.132
C: -4.722 3.273 0.526
H: -2.791 2.713 -0.104
H: -4.087 1.491 -0.420
H: -4.264 2.309 -2.472
H: -3.703 3.968 -2.066
H: -6.301 2.739 -2.109
H: -5.850 4.494 -1.996
H: -5.040 2.682 1.385
H: -4.392 4.231 0.929
C: 5.061 2.010 3.528
C: 5.405 1.114 4.696
C: 5.850 -0.078 3.944
O: 5.342 -0.077 2.568
C: 4.590 1.138 2.442
H: 5.896 2.647 3.236
H: 4.314 2.700 3.922
H: 4.559 0.936 5.360
H: 6.128 1.597 5.352
H: 5.498 -1.017 4.373
H: 6.940 -0.093 3.956
H: 3.512 0.984 2.487
H: 4.808 1.698 1.533
C: -1.181 4.998 1.625
C: -0.252 4.219 2.509
C: -1.159 3.334 3.378
O: -2.270 4.238 3.513
C: -2.253 5.317 2.584
H: -1.556 4.356 0.827
H: -0.594 5.777 1.139
H: 0.440 4.797 3.123
H: 0.516 3.744 1.898
H: -0.721 3.045 4.333
H: -1.494 2.423 2.881
H: -2.049 6.230 3.143
H: -3.205 5.447 2.070
C: -0.265 -6.345 0.390
C: -0.664 -5.195 -0.419
C: -2.195 -5.575 -0.561
O: -2.119 -6.936 -0.882
C: -1.044 -7.528 -0.143
H: -0.544 -6.219 1.436
H: 0.805 -6.502 0.531
H: -0.070 -5.250 -1.331
H: -0.540 -4.199 0.006
H: -2.595 -5.009 -1.402
H: -2.778 -5.282 0.312
H: -0.432 -8.106 -0.837
H: -1.335 -8.150 0.703
C: -0.738 -0.711 -0.625
C: 0.547 -0.506 -1.307
C: 1.365 0.281 -0.320
O: 0.428 1.003 0.433
C: -0.686 0.119 0.671
H: -1.026 -1.727 -0.355
H: -1.570 -0.301 -1.197
H: 0.345 0.221 -2.093
H: 1.058 -1.431 -1.576
H: 2.145 0.804 -0.873
H: 1.914 -0.365 0.366
H: -1.578 0.639 1.021
H: -0.428 -0.422 1.581
C: -4.395 -1.375 0.717
C: -4.856 -1.449 -0.708
C: -6.271 -1.824 -0.707
O: -6.722 -1.458 0.554
C: -5.716 -0.899 1.361
H: -3.547 -0.695 0.802
H: -4.001 -2.302 1.133
H: -4.267 -2.132 -1.320
H: -4.655 -0.458 -1.115
H: -6.336 -2.904 -0.837
H: -6.804 -1.328 -1.519
H: -5.753 -1.231 2.399
H: -5.809 0.185 1.423
C: -3.946 1.165 3.582
C: -3.260 -0.052 4.131
O: -3.636 -0.212 5.459
H: -3.654 1.261 2.537
H: -3.701 2.030 4.199
H: -5.035 1.121 3.588
H: -2.191 0.147 4.206
H: -3.451 -0.904 3.479
H: -3.034 0.284 6.017

Cartesian forces (eV/Å) of the 3 atoms listed first:
-1.01 -0.05 -0.74
1.08 0.06 1.56
0.16 1.82 2.01

Computed properties:
Charge: -1
Energy, Ha: -2711.59178
Spin multiplicity: 2
Orbital gap (spin up / spin down), Eh: 0.056 / 0.355
<S²>: 0.75

Atomic partial charges in e from the Löwdin method, atoms 1 to 2: atom 1 (C): -0.1687, atom 2 (C): -0.1745


Record 3
Entry from the OMol25 dataset: 12 unconnected molecules or ions with the total composition C46H94O12 (ωB97M-V/def2-TZVPD).

Atoms and positions in Å:
C: 3.312 0.107 3.287
C: 4.478 0.618 4.113
C: 5.605 0.787 3.101
O: 4.988 0.876 1.785
C: 3.601 0.593 1.852
H: 2.344 0.454 3.650
H: 3.334 -0.982 3.333
H: 4.771 -0.092 4.886
H: 4.273 1.563 4.617
H: 6.388 0.037 3.217
H: 6.093 1.743 3.292
H: 3.261 -0.132 1.113
H: 3.069 1.522 1.647
C: 0.138 0.106 -6.093
C: 0.957 -0.648 -5.110
C: 2.342 -0.757 -5.747
O: 2.201 -0.650 -7.213
C: 0.819 -0.368 -7.417
H: 0.477 1.141 -6.066
H: -0.932 -0.070 -5.982
H: 0.541 -1.654 -5.157
H: 0.839 -0.230 -4.111
H: 2.781 -1.745 -5.609
H: 2.953 0.064 -5.372
H: 0.316 -1.273 -7.759
H: 0.682 0.381 -8.197
C: -1.640 -5.471 -0.309
C: -0.492 -4.868 -1.038
C: 0.492 -6.001 -0.994
O: 0.130 -6.787 0.189
C: -0.957 -6.154 0.844
H: -2.054 -6.235 -0.966
H: -2.429 -4.781 -0.010
H: -0.239 -3.944 -0.519
H: -0.692 -4.613 -2.079
H: 1.530 -5.723 -0.811
H: 0.394 -6.560 -1.925
H: -0.566 -5.539 1.654
H: -1.635 -6.818 1.379
C: -2.013 -2.801 -4.194
C: -2.574 -4.135 -4.532
C: -3.683 -4.372 -3.575
O: -3.857 -3.128 -2.916
C: -3.181 -2.124 -3.560
H: -1.415 -2.367 -4.995
H: -1.361 -2.795 -3.321
H: -1.858 -4.957 -4.495
H: -3.018 -4.122 -5.527
H: -3.549 -5.016 -2.706
H: -4.605 -4.639 -4.092
H: -2.829 -1.401 -2.825
H: -3.919 -1.676 -4.227
C: 3.063 2.232 -3.279
C: 3.592 1.101 -2.369
C: 4.988 1.619 -1.984
O: 5.226 2.829 -2.732
C: 4.360 2.826 -3.866
H: 2.575 3.036 -2.729
H: 2.345 1.909 -4.033
H: 3.708 0.239 -3.025
H: 2.989 0.822 -1.505
H: 5.734 0.862 -2.223
H: 5.067 1.764 -0.907
H: 4.887 2.216 -4.599
H: 4.236 3.729 -4.465
C: 4.751 -4.347 -0.140
C: 3.947 -3.727 1.044
C: 2.609 -3.244 0.447
O: 2.862 -3.155 -0.996
C: 4.205 -3.576 -1.314
H: 4.519 -5.412 -0.166
H: 5.832 -4.210 -0.160
H: 4.402 -2.951 1.659
H: 3.719 -4.489 1.789
H: 2.369 -2.357 1.032
H: 1.977 -4.100 0.684
H: 4.842 -2.709 -1.492
H: 4.168 -4.336 -2.094
C: -0.973 2.730 6.739
C: -0.792 1.379 7.413
C: 0.469 0.809 6.786
O: 0.399 1.423 5.454
C: -0.556 2.432 5.326
H: -0.310 3.534 7.062
H: -1.957 3.168 6.909
H: -1.609 0.711 7.140
H: -0.637 1.437 8.490
H: 0.325 -0.271 6.753
H: 1.363 1.084 7.346
H: -1.297 2.029 4.636
H: -0.076 3.311 4.896
C: -3.163 6.201 2.638
C: -3.331 4.746 2.699
C: -2.524 4.146 1.525
O: -1.498 5.125 1.334
C: -1.757 6.368 2.089
H: -3.249 6.738 3.583
H: -3.984 6.568 2.021
H: -4.357 4.389 2.796
H: -2.927 4.484 3.677
H: -3.216 3.942 0.707
H: -2.134 3.210 1.925
H: -1.676 7.198 1.386
H: -1.033 6.603 2.870
C: 0.157 -1.751 3.318
C: -1.355 -1.824 3.585
C: -1.386 -3.325 3.718
O: -0.275 -3.708 4.479
C: 0.796 -2.897 4.104
H: 0.578 -0.793 3.624
H: 0.361 -1.871 2.254
H: -1.908 -1.368 2.764
H: -1.525 -1.212 4.471
H: -1.500 -3.845 2.766
H: -2.314 -3.654 4.185
H: 1.518 -3.401 3.463
H: 1.237 -2.368 4.949
C: -1.341 0.856 0.266
C: -0.872 -0.456 -0.411
C: 0.536 -0.182 -0.638
O: 1.000 0.746 0.379
C: -0.075 1.524 0.830
H: -2.097 0.637 1.021
H: -1.810 1.545 -0.436
H: -1.566 -0.745 -1.199
H: -1.031 -1.311 0.246
H: 0.563 0.291 -1.620
H: 1.097 -1.116 -0.648
H: -0.044 2.527 0.403
H: -0.180 1.669 1.905
C: -6.264 0.992 -0.284
C: -5.287 -0.024 -0.913
C: -4.455 0.860 -1.907
O: -5.323 1.970 -2.076
C: -6.620 1.797 -1.450
H: -5.679 1.545 0.451
H: -7.187 0.644 0.181
H: -5.704 -0.932 -1.348
H: -4.547 -0.342 -0.179
H: -4.389 0.518 -2.939
H: -3.523 1.316 -1.572
H: -7.302 1.325 -2.158
H: -7.119 2.739 -1.227
C: 0.182 5.650 -1.379
C: -0.291 7.185 -1.218
O: -0.122 7.715 -2.540
H: -0.454 4.985 -1.963
H: 0.245 5.144 -0.415
H: 1.180 5.522 -1.797
H: 0.351 7.705 -0.507
H: -1.323 7.431 -0.971
H: -1.018 7.857 -2.855

Cartesian forces (eV/Å) of the 3 atoms listed first:
-0.13 -0.14 -0.29
0.27 0.01 0.21
-0.27 1.07 0.04

Computed properties:
Charge: +1
Energy relative to the best compared isomer or geometry (same formula, charge and spin), kcal/mol: 5.1
Energy, Ha: -2711.28053
Spin multiplicity: 2
Orbital gap (spin up / spin down), Eh: 0.315 / 0.087
<S²>: 0.75

Atomic partial charges in e from the Löwdin method, atoms 1 to 2: atom 1 (C): -0.1464, atom 2 (C): -0.1598